Molecular formula: C35H85O30P5
Method: DFT, the ωB97M-V functional and the def2-TZVPD basis

CARTESIAN COORDINATES (ANGSTROEM)
C -21.96175 -10.12999 11.48154
H -15.78294 -15.29208 15.12694
H -13.67373 -9.05328 11.48657
C -16.08522 -11.57044 3.52587
P -25.84692 -7.69197 6.11385
O -19.94836 -10.40179 9.15738
H -22.37737 -13.38632 8.72136
H -19.77105 -4.19276 -1.76083
H -23.64991 -3.70564 4.47463
O -20.06091 -6.69081 6.90838
H -26.31843 -9.87603 3.69319
H -10.51689 -5.82147 13.95517
C -24.16060 -8.71446 7.96356
C -21.62083 -8.63730 11.46853
H -18.00832 -11.31989 11.84952
H -11.07818 -4.12599 14.10681
C -18.73929 -6.26292 2.84856
C -17.19903 -10.22688 0.23032
C -16.47259 -7.55056 5.76959
H -19.21026 -6.90306 3.59456
O -18.52461 -3.52638 0.98096
H -24.20939 -8.83250 9.04605
O -25.81569 -6.33450 5.58166
H -24.47778 -9.67002 7.54595
H -22.01409 -10.14424 5.05250
C -20.99168 -6.19890 7.86489
O -16.95464 -11.03420 1.39941
C -19.14859 -0.68707 8.03930
H -19.83608 -2.53680 9.90131
C -23.01419 -3.75374 5.35874
H -21.54437 -4.11953 -1.82753
C -20.00468 -6.71887 14.05938
H -26.51752 -10.09042 7.33833
O -24.88809 -7.60979 7.43989
H -18.12612 -7.97320 10.36498
H -20.27290 -7.59578 14.64860
O -20.75182 -4.42239 0.03891
H -17.98418 -3.77713 10.72346
C -18.96705 -1.92364 10.13983
H -16.46183 -12.16414 11.33286
H -28.34479 -9.91683 7.35755
H -16.77722 -10.48905 11.09398
H -22.74224 -1.00948 8.13268
O -18.17664 -7.53088 8.29774
O -20.26904 -0.27857 8.10806
O -21.09663 -12.27152 7.70976
H -15.41412 -11.28825 4.33708
O -21.14082 -9.75784 6.80623
C -17.58225 -11.11090 7.38961
P -18.48279 -6.46600 7.17499
O -12.28959 -7.41875 11.37079
H -18.47858 -11.69164 -0.86838
C -16.14499 -13.48651 14.21838
C -19.15527 -2.44110 1.66480
H -19.20484 -6.71669 9.84546
H -18.20917 -2.70457 12.05886
O -15.80903 -9.44599 2.68610
P -20.26674 -10.85321 7.79049
C -11.38674 -5.16719 14.01311
H -12.15372 -9.46637 10.94224
C -16.34842 -11.15202 13.21309
H -16.33328 -9.63905 -0.07467
H -23.30114 0.42874 7.05321
H -25.97434 -8.16931 3.42524
O -20.64232 -6.16082 11.89212
H -24.72730 -9.33265 3.25090
C -15.17637 -14.50442 14.67996
H -14.94460 -6.34483 9.93284
H -16.89974 -11.74482 6.82355
H -19.13748 -1.49503 1.12377
C -21.43601 -12.87933 8.93328
H -23.14468 -8.45799 7.66319
H -17.92107 -9.41802 0.34213
H -22.75492 -10.40726 12.17587
O -25.28918 -8.94177 5.21937
O -18.91792 -11.16292 6.88907
H -21.01406 -8.39300 10.59660
H -14.49397 -15.02653 14.00926
H -15.48275 -10.49438 13.29207
H -15.76693 -6.81106 5.39108
H -16.67611 -11.64402 -1.20331
O -15.60149 -12.34228 13.73175
C -16.91923 -11.29784 11.81077
C -12.87573 -8.65388 10.86066
C -17.97533 -2.72136 10.99437
H -17.21829 -10.09751 7.22026
C -14.52835 -5.50908 10.49529
C -21.52439 -4.17157 4.92198
H -21.52132 -6.99104 8.39414
H -14.60982 -14.16353 15.54652
H -20.62785 -8.95677 4.90255
C -20.66768 -3.87983 -1.22582
H -21.20937 -10.85934 11.78165
H -23.41947 -4.69757 5.72350
H -22.29331 -10.38198 10.47423
H -22.59275 -8.14949 11.39430
O -12.22590 -5.27590 12.87946
C -16.32408 -10.55895 2.46108
H -16.00003 -7.80399 6.71857
H -17.49098 -6.36968 9.89897
O -17.38406 -13.64105 14.44318
H -17.77220 -1.16714 6.32894
O -17.77710 -6.98383 5.84174
H -17.76010 -10.43801 -1.84678
H -13.47548 -5.46505 10.21668
H -21.78066 -5.62479 7.37907
H -20.53693 -2.79781 -1.21076
H -20.54713 -5.57462 8.63998
O -14.44959 -6.08747 11.75758
H -18.85168 0.14185 6.03416
H -21.23686 -3.59928 4.03999
H -13.14911 -8.48688 9.81879
H -18.06586 -6.80919 2.18811
C -27.37605 -9.44178 7.51242
H -17.40189 -11.42874 8.41651
C -20.53685 -7.03250 12.73972
H -21.79259 -12.04950 9.54348
H -17.06726 -11.92251 3.84168
O -22.89894 -2.76201 6.30481
O -19.67816 -5.55200 2.11680
H -20.47425 -10.76260 5.11945
P -19.31568 -4.97872 0.67458
H -16.48094 -8.45799 5.16576
C -25.58886 -9.08606 3.87141
H -20.93346 -4.01351 5.82415
H -18.68985 -2.41558 2.65011
H -18.92901 -6.54680 14.09705
H -24.39960 -0.74234 7.55614
O -18.23249 -5.07883 7.58328
O -27.33107 -8.29707 6.66277
O -20.95049 -8.26673 12.59167
C -23.13105 -1.47916 6.00473
H -17.08350 -10.73291 13.90018
H -15.09148 -4.57841 10.56489
H -19.47640 -1.25225 10.83113
H -20.67436 -13.52808 9.36584
C -23.34438 -0.63044 7.30694
H -17.02936 -2.19657 10.86084
H -21.49962 -5.24394 4.72827
H -11.99351 -5.31902 14.90579
H -17.45317 0.34354 7.15141
H -20.23469 -2.53814 1.78112
C -18.21947 -7.14518 9.66229
O -18.47662 -1.40092 8.97446
O -18.66738 -5.92289 -0.25511
C -18.25171 -0.31951 6.81855
H -18.22666 -5.60725 3.55241
C -21.01661 -9.85460 5.38303
O -23.16165 -0.97006 4.92259
C -17.58329 -11.08082 -0.98444
O -13.43491 -7.44962 13.75825
H -15.65749 -12.43027 3.01026
P -13.14378 -6.63279 12.55204
H -20.44632 -5.84634 14.54080
H -27.31005 -8.96618 8.49097

Results
* spin multiplicity: 2
* frontier orbital gap (spin up / spin down): 1.549 / 10.142 eV
* charge: -1
* ⟨S²⟩: 0.75
* max |F|: 4.82 eV/A